No. 1
{"formula": "C25H42F2N3O9P2S3", "method": "ωB97M-V/def2-TZVPD", "elements": ["C", "C", "O", "C", "C", "O", "C", "C", "S", "O", "O", "C", "F", "C", "C", "C", "C", "C", "O", "P", "O", "N", "P", "S", "C", "N", "S", "C", "C", "C", "C", "C", "C", "C", "C", "N", "F", "H", "H", "H", "H", "H", "H", "H", "H", "H", "H", "H", "H", "H", "H", "H", "H", "H", "H", "H", "H", "H", "H", "H", "H", "H", "H", "H", "H", "H", "H", "H", "H", "H", "H", "H", "H", "C", "C", "C", "O", "C", "O", "O", "H", "H", "H", "H", "H", "H"], "coordinates": [[5.12, -2.05, 0.34], [4.46, -0.69, 0.43], [3.17, -0.66, -0.19], [3.22, -0.82, -1.59], [1.94, -0.37, -2.24], [1.80, 1.04, -2.48], [1.61, 1.95, -1.41], [2.98, 2.48, -0.94], [4.23, 2.73, -2.21], [5.30, 1.82, -1.91], [4.50, 4.13, -2.28], [0.75, 3.07, -2.04], [1.54, 4.17, -2.29], [-0.47, 3.50, -1.23], [-1.46, 4.29, -2.15], [-0.90, 5.07, -3.34], [-0.20, 6.41, -3.02], [1.04, 6.69, -3.88], [1.13, 8.08, -4.17], [0.03, 4.59, 0.22], [-0.27, 3.92, 1.51], [-1.22, 2.28, -0.74], [-2.67, 2.78, 0.20], [-4.37, 2.55, -0.67], [-0.44, 1.25, -0.27], [-0.91, 0.10, 0.11], [-2.59, -0.31, -0.01], [-0.02, -0.94, 0.75], [-0.54, -2.34, 0.62], [-1.03, -2.98, 1.74], [-1.48, -4.30, 1.65], [-1.44, -4.94, 0.43], [-0.96, -4.32, -0.71], [-0.93, -5.03, -2.03], [-0.51, -3.01, -0.60], [0.96, 1.35, -0.26], [1.40, 1.83, 0.96], [5.64, -2.16, -0.61], [5.83, -2.18, 1.15], [4.37, -2.84, 0.38], [5.09, 0.08, -0.03], [4.29, -0.42, 1.47], [4.07, -0.31, -2.05], [3.34, -1.88, -1.85], [1.92, -0.81, -3.24], [1.06, -0.74, -1.73], [3.41, 1.78, -0.24], [2.91, 3.44, -0.43], [3.63, 2.37, -3.37], [0.40, 2.71, -3.01], [-2.16, 3.55, -2.55], [-2.03, 5.00, -1.55], [-1.76, 5.31, -3.95], [-0.26, 4.46, -3.98], [0.07, 6.50, -1.96], [-0.89, 7.22, -3.22], [1.93, 6.39, -3.34], [0.98, 6.15, -4.82], [1.81, 8.48, -3.62], [-0.70, 5.77, 0.03], [1.37, 4.95, 0.07], [-2.46, 4.12, 0.51], [-2.53, 2.07, 1.39], [-2.76, 0.26, -1.22], [-0.01, -0.69, 1.81], [0.99, -0.83, 0.39], [-1.03, -2.46, 2.69], [-1.84, -4.78, 2.55], [-1.79, -5.97, 0.38], [-0.62, -4.34, -2.82], [-0.22, -5.85, -2.03], [-1.91, -5.41, -2.31], [-0.11, -2.50, -1.47], [-4.16, -4.79, 6.89], [-4.17, -5.67, 5.67], [-4.85, -7.01, 5.84], [-4.16, -7.82, 4.88], [-2.92, -7.30, 4.71], [-2.04, -7.82, 4.11], [-2.84, -6.08, 5.31], [-3.58, -3.88, 6.70], [-5.18, -4.50, 7.16], [-3.70, -5.30, 7.74], [-4.59, -5.14, 4.81], [-5.91, -7.00, 5.63], [-4.67, -7.44, 6.84]], "lowdin_charge": [-0.0597, -0.2434, -0.1784, -0.1906, -0.1139, -0.0676, -0.3856, -0.1264, 0.7171, -0.3229, -0.3253, -0.2086, 0.0121, -0.4331, -0.1860, -0.1800, -0.1691, -0.2551, -0.0537, 0.8039, -0.4337, -0.1255, 0.3771, 0.2150, -0.3174, -0.2774, 0.9373, -0.1069, -0.2826, -0.0450, -0.0378, -0.0168, -0.2535, -0.0378, -0.0126, 0.0284, 0.0620, 0.0780, 0.0816, 0.0841, 0.1044, 0.1239, 0.1236, 0.1381, 0.1437, 0.0926, 0.1020, 0.0968, 0.0954, 0.1687, 0.1028, 0.0935, 0.1261, 0.1031, 0.0818, 0.1196, 0.1108, 0.1207, 0.0868, 0.0371, 0.0406, -0.0101, -0.0037, -0.0916, 0.1373, 0.1048, 0.1163, 0.1069, 0.1251, 0.0736, 0.0896, 0.0874, 0.1059, -0.0225, -0.3338, -0.0882, 0.0681, -0.5712, 0.1660, 0.0688, 0.0857, 0.0930, 0.0932, 0.1555, 0.1400, 0.1415], "e_homo_ev": -11.909, "de_lowest_kj_mol": 0.00, "total_charge": 1, "total_energy_ha": -3895.8434, "orbital_gap_ev": 7.59, "e_lumo_ev": -4.319}

---

No. 2
{"formula": "C25H42NO8", "method": "ωB97M-V/def2-TZVPD", "elements": ["C", "C", "C", "C", "C", "C", "C", "O", "C", "C", "C", "C", "N", "O", "C", "C", "C", "C", "C", "C", "H", "H", "H", "H", "H", "H", "H", "H", "H", "H", "H", "H", "H", "H", "H", "H", "H", "H", "H", "H", "H", "H", "H", "H", "H", "H", "C", "C", "O", "C", "O", "O", "C", "H", "H", "H", "H", "H", "H", "H", "H", "C", "C", "O", "C", "O", "O", "C", "H", "H", "H", "H", "H", "H", "H", "H"], "coordinates": [[-1.58, -1.25, 4.80], [-1.46, -1.21, 3.30], [-2.44, -0.58, 2.53], [-2.32, -0.52, 1.15], [-1.22, -1.06, 0.49], [-1.09, -0.94, -1.00], [-0.37, 0.36, -1.47], [0.51, 0.84, -0.44], [0.48, 0.06, -2.69], [1.12, 1.25, -3.40], [2.39, 1.72, -2.69], [1.52, 0.78, -4.82], [0.13, 2.36, -3.58], [0.66, 3.41, -4.09], [-0.85, 2.68, -2.51], [-2.04, 3.37, -3.20], [-0.26, 3.67, -1.49], [-1.40, 1.41, -1.85], [-0.26, -1.70, 1.26], [-0.37, -1.77, 2.64], [-0.84, -1.93, 5.23], [-2.58, -1.55, 5.10], [-1.38, -0.26, 5.21], [-3.31, -0.15, 3.00], [-3.10, -0.04, 0.56], [-0.51, -1.79, -1.38], [-2.08, -0.99, -1.45], [0.03, 1.46, 0.11], [1.27, -0.66, -2.42], [-0.18, -0.46, -3.40], [3.09, 0.87, -2.69], [2.87, 2.52, -3.25], [2.23, 2.00, -1.66], [2.09, 1.57, -5.31], [0.61, 0.59, -5.39], [2.11, -0.13, -4.73], [-1.71, 4.30, -3.66], [-2.81, 3.60, -2.45], [-2.47, 2.72, -3.97], [-0.47, 4.69, -1.80], [-0.74, 3.54, -0.52], [0.82, 3.59, -1.40], [-2.10, 0.93, -2.54], [-1.96, 1.71, -0.96], [0.61, -2.13, 0.76], [0.40, -2.26, 3.21], [-4.26, 3.26, 9.37], [-2.77, 3.43, 9.16], [-2.01, 2.45, 9.89], [-1.99, 1.23, 9.36], [-2.51, 0.89, 8.34], [-1.28, 0.44, 10.17], [-1.21, -0.93, 9.74], [-4.50, 3.29, 10.44], [-4.80, 4.07, 8.87], [-4.61, 2.31, 8.97], [-2.43, 4.38, 9.55], [-2.51, 3.37, 8.11], [-0.83, -0.99, 8.72], [-2.19, -1.39, 9.81], [-0.52, -1.41, 10.43], [6.15, -4.24, -6.74], [5.33, -4.00, -5.50], [4.16, -3.21, -5.76], [3.16, -3.86, -6.36], [3.13, -5.02, -6.65], [2.17, -2.98, -6.56], [1.04, -3.52, -7.25], [6.42, -3.29, -7.20], [7.07, -4.77, -6.48], [5.61, -4.83, -7.47], [5.89, -3.42, -4.77], [5.03, -4.94, -5.03], [0.66, -4.40, -6.75], [1.30, -3.77, -8.28], [0.29, -2.73, -7.24]], "lowdin_charge": [-0.0524, -0.2833, -0.0452, -0.0413, -0.2359, -0.0719, -0.4738, 0.0069, -0.0700, -0.4699, -0.0244, -0.0263, -0.1146, -0.0076, -0.4612, -0.0347, -0.0111, -0.0716, -0.0315, -0.0413, 0.0714, 0.0803, 0.0819, 0.1127, 0.1109, 0.1199, 0.1216, 0.0964, 0.1396, 0.1368, 0.0929, 0.0863, 0.0663, 0.0835, 0.0879, 0.0862, 0.0813, 0.0918, 0.0873, 0.0832, 0.0848, 0.0756, 0.1297, 0.1302, 0.1176, 0.1092, -0.0652, -0.2094, 0.0382, -0.6161, 0.1169, 0.0064, -0.0359, 0.0820, 0.0802, 0.0744, 0.1222, 0.1229, 0.0913, 0.0983, 0.0933, -0.0649, -0.2098, 0.0337, -0.6164, 0.1240, -0.0018, -0.0364, 0.0820, 0.0803, 0.0749, 0.1220, 0.1232, 0.0954, 0.0985, 0.0916], "e_homo_ev": [-8.204, -8.788], "total_energy_ha": -1634.4503, "orbital_gap_ev": [8.81, 9.34], "multiplicity": 2, "e_lumo_ev": [0.611, 0.551]}

---

No. 3
{"formula": "C25H43BrIrN2P2", "method": "ωB97M-V/def2-TZVPD", "elements": ["N", "C", "C", "C", "C", "C", "C", "Ir", "P", "C", "C", "C", "C", "C", "C", "C", "Br", "H", "H", "H", "H", "H", "H", "H", "H", "H", "H", "P", "C", "C", "H", "H", "H", "H", "H", "C", "C", "H", "H", "H", "H", "H", "C", "C", "H", "H", "H", "H", "H", "C", "C", "H", "H", "H", "H", "H", "C", "C", "H", "H", "H", "H", "H", "C", "C", "H", "H", "H", "H", "H", "N", "H", "H", "H"], "coordinates": [[0.79, -2.23, -10.19], [0.23, -3.13, -9.40], [0.09, -2.92, -8.01], [0.57, -1.71, -7.43], [1.19, -0.79, -8.31], [1.27, -1.10, -9.67], [0.34, -1.49, -6.01], [0.41, 0.17, -1.22], [-2.22, 4.06, 2.03], [0.68, -0.36, -5.30], [0.15, -0.14, -3.98], [-0.13, 1.13, -3.45], [-1.15, 1.29, -2.44], [-1.94, 0.17, -2.01], [-1.19, -1.08, -2.14], [-0.23, -1.24, -3.20], [-3.55, 0.27, -1.14], [-0.20, -2.32, -5.53], [1.27, 0.39, -5.81], [-0.45, -3.65, -7.43], [1.55, 0.20, -7.96], [-0.14, -4.03, -9.86], [1.74, -0.39, -10.37], [0.24, 2.01, -3.98], [0.06, -2.24, -3.52], [-1.34, 2.32, -2.10], [-1.51, -1.99, -1.62], [2.02, 1.38, -0.33], [-3.36, 2.94, 1.14], [-4.76, 3.50, 0.95], [-3.38, 1.99, 1.68], [-2.88, 2.73, 0.17], [-5.43, 2.71, 0.59], [-5.16, 3.89, 1.90], [-4.76, 4.31, 0.21], [-1.28, 4.86, 0.67], [-1.10, 6.35, 1.00], [-1.84, 4.72, -0.26], [-0.31, 4.36, 0.57], [-0.76, 6.89, 0.11], [-2.03, 6.81, 1.33], [-0.34, 6.49, 1.77], [-1.02, 2.88, 2.79], [-1.38, 2.73, 4.28], [0.00, 3.25, 2.64], [-1.12, 1.91, 2.28], [-0.55, 2.25, 4.83], [-1.58, 3.70, 4.73], [-2.26, 2.11, 4.40], [2.90, 1.31, 1.33], [4.32, 0.77, 1.30], [2.25, 0.71, 1.98], [2.89, 2.33, 1.76], [4.33, -0.30, 1.01], [4.97, 1.32, 0.60], [4.78, 0.85, 2.30], [1.88, 3.20, -0.60], [2.30, 3.70, -1.97], [2.43, 3.73, 0.20], [0.81, 3.40, -0.42], [3.37, 3.51, -2.19], [1.70, 3.23, -2.76], [2.15, 4.79, -2.02], [3.18, 0.73, -1.66], [2.96, -0.77, -1.76], [4.21, 1.02, -1.44], [2.83, 1.22, -2.57], [3.17, -1.09, -2.78], [3.58, -1.34, -1.06], [1.88, -1.06, -1.56], [0.10, -0.81, 0.76], [-0.76, -0.47, 1.22], [0.84, -0.75, 1.46], [-0.04, -1.80, 0.54]], "lowdin_charge": [0.3196, 0.0053, 0.0672, -0.1546, 0.0524, 0.0045, 0.0159, 1.1232, 1.2501, 0.0166, -0.2546, -0.0741, -0.1956, -0.7159, -0.2147, -0.0739, 1.0116, 0.1285, 0.1276, 0.1390, 0.1440, 0.1676, 0.1679, 0.1380, 0.1425, 0.1259, 0.1339, 0.8255, -0.4219, -0.1170, 0.0806, 0.0314, 0.0855, 0.0948, 0.0870, -0.3661, -0.1252, 0.0937, 0.0441, 0.0951, 0.0829, 0.0894, -0.3694, -0.1282, 0.0873, 0.0697, 0.1006, 0.0797, 0.0818, -0.3459, -0.1108, 0.0609, 0.0893, 0.0794, 0.0864, 0.1060, -0.3781, -0.1167, 0.1014, 0.0304, 0.0948, 0.0494, 0.0987, -0.3711, -0.1374, 0.0975, 0.0655, 0.1015, 0.1001, 0.0014, -0.0217, 0.0783, 0.0629, 0.0787], "e_homo_ev": [-17.567, -19.782], "total_charge": 4, "total_energy_ha": -4447.2382, "orbital_gap_ev": [5.71, 5.97], "multiplicity": 6, "e_lumo_ev": [-11.856, -13.808]}